[1]
The following is a quantum chemistry calculation of a 2-piece molecular cluster, CH4ClNOS overall, from OMol25.

Each line ends with the natural charge from an NBO analysis.
Geometry (Å):
C 1.89543 -0.06107 1.12456  -0.512
N -1.02006 0.70591 -0.33291  -1.091
O 0.73914 2.40190 -0.39163  -0.909
S 0.06559 1.66154 0.62633  1.290
Cl 2.83032 0.25308 -0.30785  0.001
H 1.64556 -1.05374 1.44622  0.209
H 2.20005 0.69586 1.83220  0.191
H -0.83977 1.08018 -1.28615  0.410
H -1.88799 0.23928 -0.06621  0.410

Calculated values
Kohn-Sham gap (alpha / beta)	8.010 / 7.882	eV
HOMO level (alpha / beta)	-8.10 / -7.90	eV
energy	-27994.0731	eV
2S+1	1

---

[2]
The following is a quantum chemistry calculation of one molecule with the formula CH4ClNS, from OMol25.

Each line ends with the natural charge from an NBO analysis.
Geometry (Å):
C 0.73869 -1.02744 -0.17577  -0.112
H -2.05596 -0.16721 1.21996  0.243
H 2.00829 -1.25394 -1.74472  0.405
H 1.64470 -2.72386 -0.90410  0.389
H 0.26559 -1.65013 0.58769  0.163
N 1.52314 -1.72856 -1.00227  -0.766
S 0.47099 0.58798 -0.24549  -0.094
Cl -1.44074 0.86188 0.75526  -0.227

Calculated values
Kohn-Sham gap	6.918	eV
HOMO level	-6.22	eV
energy	-25946.1058	eV
2S+1	1

---

Q: Which ΔE to the lowest compared entry with this formula, charge and spin values were calculated for the entries above? A: 65.03; 73.73, in kcal per mole.